Record 1
Here is a cluster of 31 separate species, C6H76NO32 in total at a distorted geometry from OMol25. Energies are from ωB97M-V with the def2-TZVPD basis set.

Cartesian coordinates (Å):
C -0.85815 -4.08965 -3.22672
O -1.25815 -3.00265 -2.36272
C -0.30615 -2.06365 -2.04272
C -0.93115 -0.91665 -1.10572
N 0.13185 0.03635 -0.56772
H 0.78685 -0.21065 0.22128
H 0.66785 0.42235 -1.37572
C -0.26315 1.10335 0.27228
C 0.66885 2.01135 0.81628
O 0.14685 2.67635 1.90228
C 1.07985 3.62235 2.58028
H -0.56015 -3.74565 -4.12272
H -1.75115 -4.73565 -3.42672
H 0.02385 -4.73065 -2.75572
H -0.06315 -1.63565 -3.04472
H 0.62585 -2.51465 -1.70972
H -1.26315 -1.55365 -0.26372
H -1.72915 -0.18465 -1.73472
H -1.03915 0.62135 0.91628
H -1.16115 1.56035 -0.31472
H 0.98985 2.60335 0.00928
H 1.57885 1.36735 1.11728
H 1.40585 4.44335 1.98328
H 1.89385 3.20335 2.94228
H 0.37385 4.01635 3.33128
O 0.85585 -6.25265 -3.73972
H 1.27885 -7.00265 -4.13572
H 1.42985 -5.57065 -3.77872
O 0.08185 -5.01165 0.44828
H -0.72315 -4.98665 0.08728
H 0.36285 -5.93165 0.14328
O 3.66885 -2.02065 -2.75272
H 3.31185 -2.94065 -3.05672
H 3.46885 -1.76665 -1.65872
O -1.99715 -3.65265 -6.28172
H -1.43915 -4.33665 -6.46772
H -2.52515 -3.57365 -7.12372
O 0.74385 -6.77865 -1.02272
H 0.70085 -6.69165 -2.00472
H 1.57085 -7.23865 -0.93072
O -4.30715 -5.14665 -2.99472
H -4.99515 -5.53765 -2.39372
H -4.63315 -4.58865 -3.66572
O -3.93215 -2.81465 -2.53072
H -3.93615 -3.67765 -2.48872
H -3.07615 -2.62165 -2.77772
O -2.57315 -4.51065 -0.00972
H -2.35615 -4.66465 -0.97972
H -2.37115 -3.71565 0.44728
O -1.01515 -0.63765 2.97528
H -1.45915 -0.61565 3.74728
H -0.08615 -0.71965 3.19928
O 2.90885 -5.03465 -2.61072
H 3.83485 -5.23565 -2.84072
H 2.84685 -5.27765 -1.75672
O 3.66285 -1.37165 0.01728
H 3.05085 -1.48565 0.65628
H 3.44385 -0.50665 -0.07672
O -3.95015 -0.08965 -0.01572
H -4.37815 0.73435 -0.10972
H -4.79515 -0.64465 -0.25072
O -1.34215 3.35535 4.79228
H -1.39715 3.77935 5.68628
H -1.49215 3.86935 4.03028
O -3.50615 2.99235 -0.51172
H -4.10115 2.69235 0.13328
H -2.87215 3.46335 -0.02472
O 0.85285 6.17135 -0.08172
H 1.43785 6.23935 -0.80972
H 0.48285 7.01035 -0.28672
O 1.48785 -1.17665 1.70728
H 1.47385 -2.15165 1.99628
H 1.53985 -0.76965 2.49628
O 3.30285 3.04135 5.64328
H 2.58485 2.53035 5.42228
H 3.80585 2.26535 5.97428
O 4.85285 3.41535 3.49128
H 5.00685 4.20435 3.78028
H 4.39885 3.10335 4.26128
O 0.88285 1.89135 5.51328
H 0.62885 1.37735 6.09628
H 0.19485 2.41835 5.27728
O -0.26615 -1.42865 -5.70772
H 0.74585 -1.23665 -5.71572
H -0.47315 -2.20965 -6.02572
O 1.60285 0.60535 -3.45072
H 1.90085 -0.15765 -4.09272
H 1.07485 1.27135 -3.97972
O 1.96085 0.49235 3.31128
H 1.54985 0.72135 4.19228
H 2.53585 -0.23165 3.76628
O 1.27085 6.73435 3.64828
H 1.71385 7.03735 2.88228
H 0.36285 7.10935 3.67028
O -2.46515 1.97235 2.73528
H -1.78515 1.37635 3.10928
H -1.90915 2.72835 2.67228
O -2.59915 -0.64465 -4.29972
H -3.24715 -1.17565 -4.90072
H -1.73315 -0.68465 -4.70172
O 2.99985 1.17035 -1.02772
H 3.50785 2.04535 -0.97672
H 2.43685 1.39335 -1.82572
O -1.91815 5.08935 3.21528
H -2.82815 5.27535 3.54728
H -1.93715 4.93835 2.19928
O 3.11285 7.19435 2.25528
H 4.02785 7.24935 2.14228
H 2.93885 6.51035 1.62028
O -2.61215 -2.01065 1.72128
H -1.94015 -1.64565 2.37128
H -2.89715 -1.37765 0.88028
O -1.93315 5.00835 0.53528
H -2.27715 5.55335 -0.22272
H -1.00815 5.21935 0.56128

Forces on atoms 1 to 2 (eV/Å):
0.150 -2.008 4.279
-1.159 -1.586 0.455

Computed properties:
E = -74449.331 eV
net charge = +1



Record 2
Here is a cluster of 2 separate species, C3H3IO2 in total at a distorted geometry from OMol25. Energies are from ωB97M-V with the def2-TZVPD basis set.

Cartesian coordinates (Å):
C -0.01003 -1.63242 0.19537
C -0.77853 1.63994 0.51958
C 0.73926 -1.42450 -0.88324
O -0.47356 -2.01587 1.20038
O -0.91591 0.93700 -0.40701
I 2.36114 -0.09751 -0.50958
H 0.24327 2.16666 0.62884
H -1.61389 1.61434 1.15815
H 0.44825 -1.18764 -1.90248

Forces on atoms 1 to 2 (eV/Å):
0.430 -1.210 0.454
2.310 1.130 0.627

Computed properties:
E = -15352.385 eV
structure (SMILES) = O=C=CI.C=O



Record 3
Here is the molecule C7H7ClN2O at a distorted geometry from OMol25. Energies are from ωB97M-V with the def2-TZVPD basis set.

Cartesian coordinates (Å):
C -1.15742 2.67048 -0.56673
C -0.58135 -0.07485 -2.51212
C -1.33687 0.80462 -1.92194
C 0.57634 -0.66381 -1.87806
C -1.03002 1.24325 -0.56191
C 0.41479 0.81617 0.01357
C 1.41960 0.17880 2.20177
N -1.35839 3.80737 -0.60241
N 0.99260 -0.30562 -0.69752
O 0.31172 0.61406 1.39325
Cl 1.50677 2.25305 -0.43269
H -0.92971 -0.44049 -3.52427
H -2.22576 1.27340 -2.53266
H 1.00271 -1.42203 -2.49875
H -1.63314 0.88646 0.41945
H 1.51009 -0.87669 2.16327
H 1.15318 0.52996 3.24619
H 2.37007 0.66522 1.92901

Forces on atoms 1 to 2 (eV/Å):
-0.723 2.271 0.437
-0.526 -1.206 -2.540

Computed properties:
E = -24919.859 eV
structure (SMILES) = CO[C@@]1(Cl)N=CC=C[C@@H]1C#N



Record 4
Here is a cluster of 3 separate species, C5H17N2O2S in total at a distorted geometry from OMol25. Energies are from ωB97M-V with the def2-TZVPD basis set.

Cartesian coordinates (Å):
N -2.84370 1.13892 -0.07560
C -1.65300 0.26792 -0.04407
C -1.89453 -1.13186 -0.57915
S -2.53083 -2.38119 0.59866
C -0.49367 0.96918 -0.79088
N 0.78520 0.52766 -0.23261
C 1.93903 0.61406 -1.11922
C 2.73630 -0.70721 -1.22971
H -3.59822 0.70706 -0.59235
H -3.22904 1.20326 0.86162
H -1.32901 0.29151 0.99400
H -2.66225 -0.97995 -1.32971
H -1.01827 -1.53344 -1.08258
H -0.60757 2.03861 -0.62921
H -0.53305 0.68352 -1.84825
H 0.72072 -0.39627 0.14078
H 2.63647 1.38945 -0.79047
H 1.62440 0.88209 -2.13471
H 3.69405 -0.68480 -0.71330
H 2.86564 -0.95983 -2.28466
H 2.14257 -1.51448 -0.80639
H 0.04999 -1.26049 2.47196
H -0.24500 -2.73726 2.13329
O 0.44116 -2.13943 2.45870
H 1.57105 1.50117 1.88864
H 0.29127 2.18844 2.14941
O 1.14029 2.02338 2.58582

Forces on atoms 1 to 2 (eV/Å):
-0.474 0.097 0.281
0.758 0.971 -0.052

Computed properties:
E = -23368.557 eV
expectation value of S² = 0.75
net charge = -2
multiplicity = 2



Record 5
Here is the molecule C3H4N2O7 at a distorted geometry from OMol25. Energies are from ωB97M-V with the def2-TZVPD basis set.

Cartesian coordinates (Å):
C -0.78594 -0.20419 0.58125
C -0.08242 1.19941 0.50949
C -0.10681 -0.39724 -0.78880
N 1.02364 1.36796 1.50338
N 0.99639 -1.45819 -0.82930
O 0.73941 1.94597 2.51807
O 1.49640 -1.75448 0.21588
O 2.08324 0.88880 1.20897
O 1.26132 -1.88634 -1.92276
O 0.44654 0.89075 -0.76216
O -2.13940 -0.26820 0.67391
O -0.94449 -0.64060 -1.98977
H -0.35327 -0.85319 1.35206
H -0.72529 2.08290 0.53592
H -2.56473 0.06291 -0.13073
H -0.34459 -0.97629 -2.67541

Forces on atoms 1 to 2 (eV/Å):
0.821 0.027 0.319
-0.658 -0.370 -0.322

Computed properties:
E = -20481.477 eV
structure (SMILES) = O=[N+]([O-])[C@H]1O[C@@](O)([N+](=O)[O-])[C@@H]1O



Record 6
Here is the molecule C16H25N3O3S from OMol25. Energies are from ωB97M-V with the def2-TZVPD basis set.

Cartesian coordinates (Å):
N -0.04647 2.46313 -4.84561
S 1.50098 2.87877 -4.31135
O 1.38106 4.06194 -3.51046
O 2.37621 2.87779 -5.44691
C 1.86505 1.48391 -3.26987
C 1.51041 1.52845 -1.93772
C 1.76525 0.43031 -1.13453
C 2.36792 -0.70855 -1.66265
C 2.71736 -0.72671 -3.01021
C 2.46976 0.37030 -3.81633
H 2.74716 0.38659 -4.85799
H 3.19092 -1.60414 -3.42537
C 2.57793 -1.92590 -0.81046
H 3.45516 -2.47720 -1.14963
H 2.72389 -1.64130 0.23218
C 1.35235 -2.85213 -0.90257
N 0.18356 -2.23620 -0.33088
C -0.44509 -2.70960 0.76449
O -0.19581 -3.77695 1.28275
C -1.53394 -1.75747 1.26119
N -0.98849 -0.41848 1.37208
C -1.93849 0.65317 1.16217
C -3.19079 0.64602 2.05345
C -2.94085 1.09585 3.48958
C -1.85437 0.29698 4.20687
C -0.45534 0.59223 3.66534
H -0.39430 1.65170 3.40732
H 0.28397 0.41162 4.44913
C -0.03497 -0.26232 2.46201
H 0.88239 0.18629 2.05209
H 0.22615 -1.26335 2.81350
H -1.88104 0.56549 5.26571
H -2.06559 -0.77140 4.13727
H -2.66064 2.15262 3.49341
H -3.87635 1.00385 4.04711
H -3.61659 -0.35919 2.05762
H -3.93087 1.31199 1.60346
H -1.40570 1.59917 1.27687
H -2.26570 0.58472 0.11667
H -2.33535 -1.75215 0.51723
H -1.93487 -2.16445 2.20046
H -0.04052 -1.29617 -0.62338
H 1.16211 -3.10351 -1.95201
H 1.52731 -3.77247 -0.34031
H 1.50086 0.45949 -0.08812
H 1.05456 2.42480 -1.54926
H -0.72691 3.15404 -4.57362
H -0.06327 2.30845 -5.84069

Forces on atoms 1 to 2 (eV/Å):
0.730 0.160 0.282
-0.716 -0.041 -0.342

Computed properties:
E = -38446.112 eV
structure (SMILES) = NS(=O)(=O)c1ccc(CCNC(=O)CN2CCCCCC2)cc1